Entry 1:
The following is a quantum chemistry calculation of a structure of composition C40H38ClN4O3PPbSe2, from the Open Molecules 2025 dataset.

```
90
Properties=species:S:1:pos:R:3:forces:R:3
Pb -0.528 -0.140 -0.069 -0.1 -0.2 0.0
C 2.276 0.616 -2.275 0.0 0.0 0.0
C 3.006 -0.102 -1.133 0.0 0.0 0.0
C 2.682 -1.575 -1.066 0.0 0.0 0.0
C 3.694 -2.518 -0.935 0.0 0.0 0.0
C 3.361 -3.860 -0.856 0.0 0.0 0.0
C 2.026 -4.220 -0.911 0.0 0.0 0.0
C 1.076 -3.221 -1.047 -0.1 0.0 0.0
N 1.395 -1.927 -1.135 0.1 0.0 0.0
N 1.156 1.452 -1.818 0.0 0.1 -0.1
C 1.646 2.681 -1.175 0.0 0.0 0.0
C 1.555 2.741 0.332 0.0 0.0 -0.1
C 2.558 3.355 1.067 0.0 0.0 0.0
C 2.374 3.548 2.427 0.0 0.0 0.0
C 1.193 3.124 3.009 0.0 0.0 0.0
C 0.262 2.486 2.205 0.1 0.0 0.0
N 0.435 2.290 0.898 0.0 0.0 0.1
C 0.294 1.774 -2.955 0.0 0.0 -0.1
C -1.036 2.364 -2.555 0.1 0.0 0.0
C -1.665 3.318 -3.345 0.0 0.0 0.0
C -2.928 3.757 -2.987 0.0 0.0 0.0
C -3.525 3.235 -1.850 0.0 0.0 0.0
C -2.824 2.295 -1.116 0.0 0.0 0.0
N -1.607 1.878 -1.457 -0.1 -0.1 0.0
H 2.983 1.235 -2.846 0.0 0.0 0.0
H 1.878 -0.126 -2.964 -0.1 0.0 0.0
H 4.085 0.005 -1.247 0.0 0.0 0.0
H 2.749 0.361 -0.173 0.0 0.0 0.0
H 4.726 -2.196 -0.893 0.0 0.0 0.0
H 4.134 -4.610 -0.750 0.0 0.0 0.0
H 1.712 -5.253 -0.841 0.0 0.0 0.0
H 0.015 -3.451 -1.079 0.0 0.0 0.0
H 2.683 2.874 -1.475 0.0 0.0 0.0
H 1.059 3.526 -1.547 0.0 0.0 0.0
H 3.467 3.682 0.576 0.0 0.0 0.0
H 3.144 4.022 3.022 0.0 0.0 0.0
H 0.999 3.250 4.065 0.0 0.0 0.0
H -0.658 2.097 2.624 0.0 0.0 0.0
H 0.795 2.452 -3.663 0.0 0.0 0.0
H 0.096 0.848 -3.499 0.0 -0.1 0.0
H -1.168 3.700 -4.228 0.0 0.0 0.0
H -3.441 4.497 -3.589 0.0 0.0 0.0
H -4.512 3.543 -1.536 0.0 0.0 0.0
H -3.252 1.850 -0.224 0.0 0.0 0.0
Se -2.122 -0.372 2.560 0.0 0.1 -0.1
P -0.267 -0.893 3.551 0.0 0.0 0.0
Se 1.461 -1.125 2.287 0.0 0.0 0.0
C -0.519 -2.419 4.522 0.0 0.0 0.0
C 0.588 -3.024 5.113 0.0 0.0 0.0
C 0.427 -4.156 5.894 0.0 0.0 0.0
C -0.839 -4.696 6.084 0.0 0.0 0.0
C -1.940 -4.102 5.488 0.0 0.0 0.0
C -1.783 -2.964 4.708 0.0 0.0 0.0
C 0.108 0.331 4.864 0.0 0.0 0.0
C 1.410 0.457 5.341 0.0 0.0 0.0
C 1.695 1.347 6.366 0.0 0.0 0.0
C 0.684 2.126 6.913 0.0 0.0 0.0
C -0.614 2.009 6.436 0.0 0.0 0.0
C -0.903 1.110 5.417 0.0 0.0 0.0
H 1.579 -2.620 4.941 0.0 0.0 0.0
H 1.292 -4.623 6.349 0.0 0.0 0.0
H -0.963 -5.585 6.690 0.0 0.0 0.0
H -2.927 -4.526 5.624 0.0 0.0 0.0
H -2.639 -2.502 4.233 0.0 0.0 0.0
H 2.203 -0.121 4.883 0.0 0.0 0.0
H 2.710 1.438 6.732 0.0 0.0 0.0
H 0.907 2.825 7.710 0.0 0.0 0.0
H -1.405 2.617 6.856 0.0 0.0 0.0
H -1.913 1.018 5.037 0.0 0.0 0.0
C -2.796 1.050 -5.957 0.0 0.0 0.0
C -1.662 0.133 -5.592 0.0 0.1 0.1
C -0.422 0.247 -6.197 0.0 0.0 0.0
C 0.618 -0.605 -5.847 0.0 0.0 0.0
Cl 2.184 -0.395 -6.584 0.0 0.0 0.0
C 0.427 -1.599 -4.910 0.1 0.0 0.0
C -0.811 -1.728 -4.291 0.0 0.0 0.0
C -1.844 -0.858 -4.613 0.1 0.2 -0.1
O -3.058 -0.873 -4.016 -0.1 -0.1 0.0
C -3.336 -1.973 -3.158 -0.1 0.0 0.1
C -2.552 -1.975 -1.832 -0.1 -0.1 0.2
O -2.023 -3.038 -1.495 0.0 0.1 0.0
O -2.542 -0.879 -1.187 0.1 0.1 -0.3
H -2.421 1.947 -6.452 0.0 0.0 0.0
H -3.368 1.340 -5.076 0.0 0.0 0.0
H -3.489 0.552 -6.639 0.0 0.0 0.0
H -0.255 1.015 -6.943 0.0 0.0 0.0
H 1.240 -2.261 -4.642 0.0 0.0 0.0
H -0.953 -2.500 -3.547 0.1 0.0 0.0
H -3.142 -2.917 -3.669 0.0 0.0 -0.1
H -4.398 -1.887 -2.939 0.0 -0.1 0.1
```
Positions in Å, forces in eV/Å.

Calculated values
Charge = 0
Energy = -7789.2186 a.u.
LUMO level = 0.44 eV
Orbital gap = 8.06 eV



Entry 2:
The following is a quantum chemistry calculation of an isolated molecule of C4H4O2 in a non-equilibrium geometry, from the Open Molecules 2025 dataset.

```
10
Properties=species:S:1:pos:R:3:forces:R:3
C 1.503 0.963 0.112 -0.3 -0.7 -0.2
C 0.580 -0.967 -0.281 -0.2 0.0 0.0
C -1.819 -0.185 0.195 -0.1 0.3 0.0
O 1.773 -0.267 -0.168 0.1 0.9 0.3
C -0.498 -0.137 -0.002 0.6 0.6 0.3
O 0.255 1.230 0.261 -0.1 -1.1 -0.3
H 2.283 1.707 0.133 0.0 0.0 0.0
H 0.640 -1.911 -0.783 0.0 0.0 0.0
H -2.295 -1.139 0.342 0.0 -0.1 0.0
H -2.423 0.707 0.191 0.0 0.0 0.0
```
Positions in Å, forces in eV/Å.

Calculated values
Charge = 0
Energy = -305.1650 a.u.
LUMO level (spin up / spin down) = 0.57 / 0.57 eV
Orbital gap (spin up / spin down) = 7.19 / 7.19 eV